(1)
C20H29NNiO2PS2 as an isolated structure, computed with ωB97M-V with the def2-TZVPD basis set.

Results
**Total charge**: -1
**Kohn-Sham gap (spin up / spin down)**: 4.752 / 4.799 eV
**ΔE to the lowest compared entry with this formula, charge and spin**: 189.1 kJ/mol
**2S+1**: 3
**M**: 469.26 Da
**Largest force on an atom**: 0.87 eV/Å
**Expectation value of S²**: 2.02

XYZ file:
```
56
Properties=species:S:1:pos:R:3:forces:R:3
H 1.8973 3.1138 -3.0278 -0.02 -0.01 -0.01
C 4.4901 -2.4180 1.0298 -0.09 -0.04 -0.05
H -0.4969 3.2690 0.2644 0.00 0.00 0.00
H 3.7091 -0.1768 -2.8889 -0.01 0.00 -0.04
P -2.3255 1.3772 -0.8641 -0.31 0.21 -0.12
H 1.1545 0.7221 -4.1040 -0.03 0.05 0.01
C -4.7867 -0.0231 -1.2070 -0.06 0.02 0.02
C -4.4066 -1.6363 1.0168 -0.02 -0.01 -0.01
H 4.2774 1.3628 -2.2356 0.00 0.01 -0.01
C 1.8458 2.6141 -2.0580 0.01 0.02 0.01
Ni 2.3007 -1.2943 -0.2279 0.08 0.36 0.53
H 3.3222 -4.5456 -0.3381 0.00 0.00 0.01
H -2.6226 -0.4939 1.3399 0.00 -0.01 -0.01
H -2.4955 4.9006 3.6838 -0.01 0.02 -0.02
C -5.5200 -1.8371 0.2041 0.00 0.02 0.03
H 1.3641 -1.9684 3.3458 0.01 -0.01 0.01
H 0.0458 0.7627 -2.7135 0.00 -0.02 0.00
C -1.3677 3.3123 0.9079 0.05 -0.07 0.03
C 2.1271 1.1192 -2.2016 0.17 0.19 0.19
H 1.1098 -0.6293 -2.9466 0.04 -0.01 -0.07
H 0.8477 2.7741 -1.6483 0.00 0.00 -0.02
O 4.1075 -2.6129 -0.3265 0.12 0.05 0.02
H 0.2576 -2.2153 1.9783 0.00 0.02 0.00
H -0.5271 4.8222 2.1757 0.01 -0.01 0.00
H 4.0706 -3.9568 -1.8352 -0.02 0.00 0.00
C -3.6705 0.1867 -0.4056 0.06 -0.07 -0.07
C 3.4963 0.8941 -2.8393 0.03 0.00 0.07
N 2.1903 0.4779 -0.8790 -0.38 -0.49 -0.61
H -6.2296 -2.6236 0.4341 -0.01 0.02 0.01
H 3.5298 1.3131 -3.8472 0.00 -0.01 0.00
C 1.1488 -2.5904 2.4733 -0.02 0.04 -0.03
S 0.8548 0.5607 0.1212 0.44 0.02 0.14
H -6.5822 -1.1556 -1.5290 0.02 -0.03 -0.02
C -2.4476 2.4709 0.6385 -0.12 0.05 -0.09
C -1.3829 4.1837 1.9875 0.00 0.01 0.00
H -4.4317 1.9468 1.2677 0.00 -0.01 0.01
C -3.5624 2.5596 1.4725 0.02 -0.02 0.02
H -4.2544 -2.2600 1.8911 0.01 -0.01 -0.01
H 3.6755 -2.6791 2.9945 -0.06 0.04 0.00
C -3.4935 -0.6421 0.7073 0.01 0.02 0.00
O 2.2067 -2.4991 1.5331 0.03 -0.16 -0.13
S -3.0364 2.5526 -2.3867 0.03 -0.13 0.13
H 4.5261 -1.3355 1.1519 0.07 0.00 0.05
H 2.5788 3.0698 -1.3873 0.00 0.01 -0.02
C -2.4872 4.2354 2.8280 -0.01 -0.01 0.00
C 3.4517 -2.9952 1.9690 0.00 -0.04 0.07
C -5.7080 -1.0212 -0.9011 0.02 0.01 -0.01
C 4.1509 -3.9650 -0.7512 -0.08 0.02 -0.04
C -3.5820 3.4249 2.5590 0.02 -0.01 0.00
C 1.0382 0.4566 -3.0502 -0.03 -0.02 0.06
H 1.0025 -3.6295 2.7833 0.00 0.00 -0.01
H 3.4392 -4.0921 1.9476 0.04 -0.01 0.04
H 5.0998 -4.4255 -0.4590 0.01 0.00 -0.01
H -4.4594 3.4688 3.1949 0.00 0.00 0.00
H -4.9178 0.6199 -2.0713 0.00 0.01 0.02
H 5.4773 -2.8501 1.2291 0.00 -0.04 -0.05
```
Forces are in eV/Å.

Taken from the Löwdin analysis, the atomic charges in e are: 0.081, -0.185, 0.058, 0.064, 0.432, 0.079, -0.131, -0.120, 0.073, -0.072, 0.233, 0.091, 0.096, 0.085, -0.131, 0.097, 0.038, -0.141, -0.745, 0.065, 0.046, -0.239, 0.083, 0.091, 0.096, -0.455, -0.077, -0.525, 0.084, 0.074, -0.068, 0.586, 0.089, -0.428, -0.109, 0.098, -0.103, 0.086, 0.134, -0.135, -0.274, -0.107, 0.133, 0.078, -0.127, -0.199, -0.111, -0.080, -0.111, -0.070, 0.093, 0.126, 0.094, 0.089, 0.039, 0.130



(2)
C44H41BrN6O4P2PdS2 as an isolated structure, computed with ωB97M-V with the def2-TZVPD basis set.

Results
**Total charge**: -2
**Kohn-Sham gap**: 4.871 eV
**ΔE to the lowest compared entry with this formula, charge and spin**: 43.1 kJ/mol
**M**: 1030.26 Da
**Largest force on an atom**: 0.73 eV/Å

XYZ file:
```
101
Properties=species:S:1:pos:R:3:forces:R:3
H -4.7287 1.6286 -6.2331 0.07 -0.08 -0.04
C 2.7081 -3.9303 5.1245 -0.06 0.10 -0.01
C -2.9216 -1.4491 -0.5130 0.18 -0.10 -0.03
C 1.9927 -3.0680 4.2984 0.02 -0.01 0.02
H 4.1094 3.7522 -2.8577 0.01 0.02 -0.01
H 4.0900 0.7519 1.8391 -0.03 0.02 0.08
C 2.1602 -1.9159 -0.7740 -0.24 0.13 0.18
C 2.3713 -2.8434 2.9760 0.31 -0.02 -0.03
H 5.9598 -1.4325 7.3061 0.00 -0.01 -0.01
N -3.8500 1.1545 -6.4020 -0.03 0.23 0.04
H 3.7614 -3.4217 1.4508 0.02 -0.01 -0.01
S -2.8504 -3.1734 -2.4010 -0.34 0.11 0.11
H 0.8442 3.3371 -0.1156 0.01 0.01 -0.01
C -3.1723 -1.9137 -3.6155 0.06 0.00 -0.05
H 0.2607 -5.2416 -1.2803 -0.01 0.00 0.00
Pd 0.1287 -0.4642 -0.0512 -0.03 0.17 0.71
H 5.0949 1.6608 -1.9738 0.00 -0.01 0.00
H 2.1369 4.3746 5.8828 0.00 0.01 0.00
C 0.1601 3.2643 -6.1891 -0.09 -0.01 0.16
H 1.1110 -2.5578 4.6744 0.00 0.00 0.02
H -1.9982 3.3385 -3.7475 -0.04 0.00 0.00
N -2.2252 -0.8373 0.4981 0.06 -0.09 -0.36
C 4.1771 2.0504 -1.5488 -0.03 0.05 -0.04
H -0.0699 1.3997 3.7222 -0.02 -0.01 0.02
H 5.0745 -4.9169 2.9189 0.00 0.00 -0.01
O -1.2279 2.2770 -1.5683 -0.41 0.10 0.21
H -5.7082 -0.2632 -5.1290 -0.02 0.02 0.00
C 3.6303 3.2267 -2.0411 -0.09 -0.06 0.09
C 3.5485 1.3571 -0.5186 0.11 -0.11 -0.07
H -5.7867 0.0804 -0.3902 -0.04 0.00 -0.01
H 4.2589 -0.9839 1.9790 0.04 -0.06 -0.05
H 3.2961 3.2993 1.9017 0.02 -0.01 -0.01
H 5.5107 1.4537 3.7845 0.03 0.00 0.01
C 3.6777 -0.1298 2.3382 -0.05 0.05 0.22
C 1.5315 -2.5288 0.3206 -0.02 0.25 -0.16
C -0.1618 2.2673 -3.6645 -0.07 -0.14 -0.10
H 6.3570 -1.8526 5.6254 0.01 -0.01 0.02
H 0.2632 3.6474 -7.1975 0.02 0.02 -0.01
O -4.1102 -3.8429 -2.1292 0.02 0.11 -0.01
C 0.9997 1.9594 -4.3543 -0.02 -0.03 -0.03
H -5.2851 -2.0796 -3.4733 0.00 0.01 0.03
C -4.7694 -0.1805 -0.1051 -0.08 -0.03 -0.14
C -4.1568 0.4682 0.9485 0.06 0.08 0.12
C 1.5980 2.2346 2.6776 0.07 0.15 0.10
H -3.1084 1.8478 -6.3991 -0.02 -0.12 0.01
C -2.3233 -0.2447 -5.1217 -0.06 -0.04 0.07
O -1.8196 -4.0160 -2.9638 0.25 -0.04 -0.03
Br 2.7416 2.1445 -6.6214 -0.01 0.01 0.01
S 5.7444 0.4672 5.9065 0.04 0.00 0.02
C -4.4664 -1.5585 -3.9496 0.03 -0.02 -0.13
C 0.9319 2.8793 4.9219 -0.05 -0.11 -0.10
P 1.2862 -1.7027 1.9344 -0.09 -0.17 0.32
H 1.7217 1.2992 -3.8931 0.04 0.01 0.01
H 3.2097 0.7662 4.2538 0.04 -0.04 -0.04
H 6.0451 -0.2205 3.6385 0.00 0.00 -0.01
N -2.2247 -2.3818 -1.1793 0.05 -0.17 0.08
H 2.5507 -2.0102 -2.8824 0.00 0.00 0.00
N -0.9620 3.5563 -5.5321 -0.03 -0.01 0.07
C -0.4235 1.6719 -2.2783 0.50 0.27 -0.08
H 2.6471 -0.9548 -0.6438 0.04 -0.29 -0.08
H -4.6513 1.2468 1.5118 0.01 0.00 0.01
C 3.4791 -3.5433 2.4912 0.00 0.04 0.09
H 3.6815 -0.9291 4.3267 -0.07 -0.05 0.05
C 2.6323 3.1709 2.7488 -0.09 -0.05 0.04
H -1.0873 -1.4985 -3.8918 0.03 -0.03 0.01
C 2.8260 3.9341 3.8945 -0.05 -0.02 0.01
C 2.3597 1.8221 0.0292 -0.09 0.30 0.18
H 4.6618 -1.6930 6.1240 0.00 -0.02 0.03
C 1.1583 2.4944 -5.6171 0.04 -0.05 -0.08
C 3.8991 0.0227 3.8452 -0.01 -0.01 0.01
O 0.2884 0.6711 -2.0274 -0.07 -0.23 -0.35
N -4.1958 -1.1195 -0.8387 0.05 0.06 0.21
C -2.8381 0.0962 1.1895 -0.12 0.00 -0.04
H 0.3244 -4.1980 0.9466 -0.02 -0.01 0.00
C 5.6674 -1.3009 6.2651 -0.03 0.05 -0.07
H 1.3520 -4.1553 -3.1943 0.02 0.00 -0.01
C 0.7425 2.1174 3.7745 0.06 0.05 0.03
C 1.9805 3.7850 4.9876 0.08 0.03 -0.07
C 1.4486 -3.7192 -2.2085 -0.01 0.04 -0.09
H -1.4872 0.2661 -5.5827 0.07 0.08 0.01
C 1.8077 3.0003 -0.4838 0.09 0.04 -0.10
C 5.3311 0.4374 4.1431 -0.06 -0.02 0.01
P 1.3221 1.0026 1.2986 0.09 -0.54 -0.41
H -2.2433 0.5805 1.9588 0.02 0.01 0.02
H 2.3909 -4.0923 6.1488 -0.01 0.02 -0.01
C 0.8308 -4.3357 -1.1247 -0.08 -0.12 0.07
C -3.6253 0.1280 -5.4587 0.10 -0.05 0.07
N 2.2858 -0.2737 1.9445 -0.07 -0.07 -0.16
C 0.8646 -3.7481 0.1205 0.01 0.11 -0.03
H 1.9709 4.5913 -1.9016 0.00 0.03 -0.01
H 3.6426 4.6459 3.9382 0.01 0.00 -0.01
H 3.9854 0.4270 -0.1679 -0.02 0.17 -0.07
H 4.3923 -5.2554 5.2744 -0.01 -0.01 0.00
C 2.1043 -2.5182 -2.0354 0.11 0.11 0.03
C 2.4359 3.6994 -1.5008 0.04 -0.10 -0.02
C -1.0950 3.0830 -4.2863 0.01 0.07 -0.23
C 4.2115 -4.3918 3.3127 -0.06 -0.01 -0.02
C -2.0964 -1.2451 -4.1899 -0.13 0.02 -0.10
C -4.6926 -0.5464 -4.8724 0.00 0.01 0.02
H 0.2628 2.7638 5.7664 -0.01 -0.01 -0.01
C 3.8268 -4.5874 4.6350 0.06 0.02 -0.06
```
Forces are in eV/Å.

Löwdin atomic charge list, values in e, 99 entries: 0.072, -0.118, -0.461, -0.129, 0.091, 0.088, -0.137, -0.358, 0.021, 0.074, 0.102, 0.553, 0.109, -0.291, 0.099, 0.334, 0.094, 0.089, -0.229, 0.090, 0.116, 0.061, -0.092, 0.092, 0.092, -0.009, 0.097, -0.109, -0.112, 0.094, 0.109, 0.100, 0.069, -0.271, -0.432, -0.113, 0.035, 0.087, -0.359, -0.063, 0.102, -0.170, -0.095, -0.327, 0.059, -0.034, -0.351, 0.667, 0.766, -0.076, -0.103, 0.921, 0.114, 0.100, 0.078, -0.090, 0.097, 0.050, -0.681, 0.056, 0.075, -0.099, 0.078, -0.096, 0.115, -0.100, -0.361, 0.016, -0.666, -0.241, -0.103, 0.122, -0.170, 0.103, -0.428, 0.097, -0.111, -0.115, -0.103, 0.102, -0.118, -0.516, 0.910, 0.086, 0.092, -0.103, -0.333, -0.459, -0.115, 0.102, 0.093, 0.083, 0.089, -0.088, -0.087, -0.095, -0.098, -0.043, -0.050



(3)
A 6-piece molecular cluster, C8H27BrNO5 overall at a distorted geometry, computed with ωB97M-V with the def2-TZVPD basis set.

Results
**Total charge**: -1
**Kohn-Sham gap**: 8.236 eV
**M**: 297.21 Da
**Largest force on an atom**: 2.55 eV/Å

XYZ file:
```
42
Properties=species:S:1:pos:R:3:forces:R:3
Br -1.6656 0.2782 1.2166 -0.14 -0.41 -0.20
H 0.5016 0.9663 -0.4678 -0.16 -0.12 0.69
C 2.7959 3.3184 -1.0042 0.30 -0.86 -0.07
O -3.0917 -2.4419 -0.4546 0.31 -0.20 -0.48
H -0.9005 -0.5667 -1.2766 -0.21 0.05 0.45
C 1.4449 -2.5251 2.5854 -1.18 2.26 -0.15
O 2.2826 2.3060 1.8909 1.07 0.19 -0.56
H 2.8154 1.2948 3.6052 -0.33 -0.16 0.35
H 3.8812 1.3877 0.8620 0.25 0.37 -0.15
C 2.7944 1.4540 0.8111 -0.85 0.27 0.88
H -5.6483 0.4923 -2.1060 -0.21 -0.38 -0.17
H -1.2406 -3.4751 -0.1808 0.12 0.59 0.23
H 2.3765 3.7487 -1.9136 -0.47 -0.79 -0.36
H 2.5600 1.1662 -1.3569 1.67 -0.27 0.31
H -2.6875 -4.4108 -0.2146 -0.22 -0.17 0.19
N 0.8733 1.8695 -0.7252 -1.68 0.05 1.02
H -0.9703 -2.1236 -3.4356 0.41 -0.06 -0.39
H 2.4393 0.4417 1.0043 -0.21 -0.23 -0.04
O -0.2842 -0.9561 -1.9011 0.28 0.02 -0.72
H -5.2601 -0.0619 -0.4852 0.12 -0.12 0.16
H 2.6984 3.0546 3.7891 0.05 0.06 -0.32
C -4.8358 0.1448 -1.4678 -0.44 -0.27 -0.63
H -2.8801 -1.6894 0.1026 -0.04 0.92 -0.02
H -0.4498 -0.4491 -3.9208 -0.08 -0.05 -0.07
C -0.9397 -1.0673 -3.1684 -0.45 -0.46 1.21
H 2.5546 4.1171 -0.3028 0.46 -0.42 0.61
H 2.2962 -3.1942 2.4601 -0.38 -0.13 -0.29
H -1.9942 -0.8242 -3.0380 -0.03 0.47 -0.30
H 4.1006 2.2087 2.9982 0.25 0.63 -0.32
H 3.8505 3.1875 -1.2465 0.36 0.60 0.45
O -3.9121 1.1767 -1.4793 0.56 1.12 0.28
H 0.9527 -2.6152 3.5538 0.24 -0.54 0.31
C -2.2863 -3.4564 0.1262 -0.83 -0.44 -0.15
H -4.3470 -0.7371 -1.8819 -0.49 -0.45 0.08
H 1.7392 -1.4771 2.5286 1.13 0.05 0.61
H -0.0916 -1.7836 1.5605 -0.15 0.60 0.21
H -2.4475 -3.3337 1.1972 0.71 -0.59 0.20
H -3.3819 1.0866 -0.6841 0.60 0.09 0.33
C 3.0188 2.2519 3.1249 -0.59 -1.22 -0.97
C 2.3034 1.8852 -0.5789 -0.51 1.63 -1.20
H 0.5595 1.9095 -1.6844 0.49 0.44 -0.33
O 0.4760 -2.5578 1.5585 0.28 -2.08 -0.70
```
Forces are in eV/Å.

Taken from the Löwdin analysis, the atomic charges in e are: -0.152, -0.021, -0.064, -0.182, -0.029, -0.165, -0.193, 0.072, 0.111, -0.155, 0.070, 0.064, 0.058, 0.127, 0.065, 0.019, 0.069, 0.109, -0.162, 0.080, 0.082, -0.207, -0.067, 0.069, -0.146, 0.069, 0.075, 0.067, 0.071, 0.059, -0.152, 0.070, -0.176, 0.057, 0.057, -0.055, 0.078, -0.039, -0.112, -0.419, 0.070, -0.174



Look up the M of the second one. 1030.26 Da